Version 1
DFT (ωB97M-V/def2-TZVPD) results for an isolated molecule of C10H15NO3S.

Computed properties:
M (Da): 229.30
SMILES string: CC1(C)[C@@H]2CC[C@H]1[C@@]13ON1S(=O)(=O)C[C@@H]23

The geometry in ORCA input format:
```
! RIJCOSX wB97M-V def2-TZVPD def2/J DEFGRID3
* xyz 0 1
C -0.84 2.28 -1.38
C -0.67 0.80 -1.00
C -1.62 -0.02 -1.94
C -0.76 0.52 0.57
C 0.50 1.19 1.10
C 1.53 1.19 -0.14
C 0.73 0.26 -1.08
C 0.64 -1.09 -0.26
O 0.96 -2.34 -0.77
N 1.81 -1.79 0.19
S 1.36 -2.35 1.79
O 1.37 -3.75 1.85
O 2.15 -1.58 2.66
C -0.33 -1.70 1.91
C -0.65 -1.04 0.57
H -1.88 2.51 -1.45
H -0.58 2.54 -2.36
H -0.45 3.01 -0.73
H -2.36 -0.16 -1.11
H -1.20 -1.02 -2.21
H -1.72 0.65 -2.93
H -1.78 0.81 0.89
H 0.91 0.66 2.02
H 0.28 2.29 1.25
H 1.62 2.18 -0.64
H 2.58 0.83 0.20
H 1.17 0.29 -2.04
H -0.35 -1.16 2.94
H -0.81 -2.63 2.00
H -1.60 -1.38 0.10
*
```

Löwdin population analysis, charges in e, atoms 1 to 2: -0.03 -0.47

Version 2
DFT (ωB97M-V/def2-TZVPD) results for a structure of composition C10H15NO3S.

Computed properties:
M (Da): 229.30

The geometry in ORCA input format:
```
! RIJCOSX wB97M-V def2-TZVPD def2/J DEFGRID3
* xyz 0 1
C 0.30 -0.54 2.28
C 2.92 -1.38 0.56
C 1.94 -2.56 0.39
C 0.62 -2.28 0.98
C 0.46 -0.37 0.75
C 1.65 -2.85 -1.16
C -2.26 2.08 -0.50
C -0.13 2.62 0.74
C -0.62 0.19 -0.11
C -1.18 1.53 0.49
N 0.41 -1.93 2.34
O 0.19 0.28 3.12
O 4.11 -1.42 0.78
O -0.15 0.36 -1.43
S 2.09 0.21 0.39
H 2.55 -3.40 0.76
H -0.20 -2.57 0.39
H 1.13 -1.92 -1.77
H 0.91 -3.59 -1.33
H 2.55 -3.18 -1.80
H -1.81 2.29 -1.41
H -3.17 1.44 -0.70
H -2.67 3.03 0.01
H 0.52 2.35 1.57
H -0.66 3.50 1.05
H 0.45 2.86 -0.09
H -1.55 -0.26 -0.20
H -1.62 1.23 1.50
H 0.85 -2.43 3.06
H 0.81 0.69 -1.35
*
```

Löwdin population analysis, charges in e, atoms 1 to 2: -0.48 -0.59

Most stable structure - version 2; separation to the second - 0.1002 hartree.

Version 1
DFT (ωB97M-V/def2-TZVPD) results for a cluster of 2 separate species, C2H2N2O2S2 in total.

Computed properties:
M (Da): 150.18

The geometry in ORCA input format:
```
! RIJCOSX wB97M-V def2-TZVPD def2/J DEFGRID3
* xyz 0 1
C -0.27 0.52 0.75
C 0.88 0.37 -1.06
H -2.12 -0.49 2.17
H 0.03 -1.88 -1.16
N 0.73 1.42 0.78
N -0.10 -0.15 -0.33
O 1.48 1.31 -0.40
O -1.13 -0.93 -0.76
S -0.83 0.28 2.45
S 1.33 -0.46 -2.45
*
```

Löwdin population analysis, charges in e, atoms 1 to 2: -0.65 -0.85

Version 2
DFT (ωB97M-V/def2-TZVPD) results for an isolated molecule of C2H2N2O2S2.

Computed properties:
M (Da): 150.18
SMILES string: O=C1NSC(=O)SN1

The geometry in ORCA input format:
```
! RIJCOSX wB97M-V def2-TZVPD def2/J DEFGRID3
* xyz 0 1
O 1.89 -0.97 -1.34
C 1.08 -0.58 -0.55
N 0.38 -1.10 0.54
S -0.32 -0.19 1.77
C -1.61 0.85 0.75
O -2.56 1.29 1.38
S -1.15 0.92 -0.98
N 0.51 0.74 -0.73
H 0.68 -2.15 0.59
H 1.11 1.18 -1.43
*
```

Löwdin population analysis, charges in e, atoms 1 to 2: 0.10 -0.65

Most stable structure - version 2; separation to the second - 0.2237 hartree.

Version 1
DFT (ωB97M-V/def2-TZVPD) results for a cluster of 10 separate species, C5H31N2O10 in total.

Computed properties:
M (Da): 279.31

The geometry in ORCA input format:
```
! RIJCOSX wB97M-V def2-TZVPD def2/J DEFGRID3
* xyz 1 1
N 1.89 -0.40 2.00
C 0.53 0.32 1.98
C 0.22 0.75 0.58
N -0.99 1.14 0.11
C -3.00 -0.20 1.14
C -2.08 1.09 1.15
C -3.00 2.26 0.72
O 1.09 0.38 -0.22
H 1.78 -1.05 2.79
H 1.91 -0.89 1.11
H 2.61 0.32 1.98
H 0.36 1.09 2.68
H -0.30 -0.37 2.20
H -1.18 1.24 -0.90
H -3.54 0.01 2.15
H -2.40 -1.15 1.30
H -3.69 -0.42 0.41
H -1.68 1.24 2.21
H -3.83 2.27 1.41
H -3.35 2.45 -0.28
H -2.46 3.31 0.90
H 2.88 1.98 3.41
H 3.11 3.03 2.33
O 2.44 2.43 2.67
H -1.05 -2.76 -3.99
H -1.31 -2.70 -2.51
O -0.58 -2.73 -3.18
H 4.76 -0.08 1.41
H 4.91 1.48 1.36
O 4.67 0.81 1.95
H 0.73 -1.33 -2.79
H 1.22 -0.13 -1.90
O 0.96 -0.47 -2.84
H 0.69 -2.89 3.98
H 2.06 -3.41 3.50
O 1.58 -2.69 3.71
H -1.98 -0.37 -3.11
H -3.26 -0.54 -2.23
O -2.54 -0.96 -2.57
H -0.75 1.28 -3.36
H -1.40 2.54 -3.20
O -1.49 1.67 -2.82
H 0.84 -2.72 -0.78
H 1.48 -3.76 -0.31
O 1.36 -2.89 0.02
H 0.59 -0.12 -4.58
H 0.96 1.21 -4.66
O 0.22 0.69 -4.92
*
```

Löwdin population analysis, charges in e, atoms 1 to 2: 0.22 -0.05

Version 2
DFT (ωB97M-V/def2-TZVPD) results for a cluster of 10 separate species, C5H31N2O10 in total.

Computed properties:
M (Da): 279.31

The geometry in ORCA input format:
```
! RIJCOSX wB97M-V def2-TZVPD def2/J DEFGRID3
* xyz 1 1
N -1.06 -0.17 0.34
C 0.08 0.78 0.34
C 0.98 0.48 -0.89
C 0.48 1.27 -2.10
C 1.07 0.83 -3.44
C 0.90 0.62 1.62
N 1.75 1.58 1.98
O 0.76 -0.41 2.28
H -0.65 -1.11 0.24
H -1.49 -0.16 1.26
H -1.67 0.07 -0.46
H -0.30 1.80 0.33
H 0.85 -0.58 -1.12
H 2.02 0.67 -0.62
H -0.60 1.07 -2.17
H 0.48 2.34 -1.87
H 2.06 0.40 -3.30
H 1.19 1.74 -4.04
H 0.41 0.24 -4.06
H 2.25 1.56 2.85
H 1.90 2.37 1.39
H 3.11 -2.79 2.54
H 2.28 -1.53 2.25
O 3.09 -2.00 2.00
H -3.86 2.25 0.11
H -2.89 2.06 1.34
O -3.08 1.79 0.44
H 0.27 -2.80 -0.98
H 1.24 -2.87 0.32
O 0.37 -3.05 -0.06
H -2.91 -3.89 1.32
H -3.82 -3.32 0.16
O -2.93 -3.58 0.41
H -3.36 -1.14 -2.32
H -1.96 -1.37 -2.67
O -2.54 -0.64 -2.41
H -1.08 0.88 3.46
H -0.94 2.20 2.72
O -1.47 1.39 2.74
H 3.60 -0.26 1.05
H 4.67 0.82 1.22
O 3.85 0.63 0.75
H 1.20 4.15 0.35
H -0.24 4.50 0.88
O 0.40 3.80 0.75
H -1.90 -3.51 -0.97
H -1.10 -3.97 -2.20
O -1.43 -3.18 -1.77
*
```

Löwdin population analysis, charges in e, atoms 1 to 2: 0.23 -0.23

Most stable structure - version 2; separation to the second - 0.1051 hartree.

Version 1
DFT (ωB97M-V/def2-TZVPD) results for a cluster of 8 separate species, H14IO7 in total.

Computed properties:
M (Da): 253.01

The geometry in ORCA input format:
```
! RIJCOSX wB97M-V def2-TZVPD def2/J DEFGRID3
* xyz -1 1
I -3.75 -24.30 -18.60
O -5.78 -22.23 -16.68
H -5.12 -22.77 -17.18
H -5.58 -21.32 -16.93
O -5.38 -21.39 -20.25
H -5.15 -22.21 -19.77
H -4.77 -20.73 -19.91
O -7.42 -24.71 -17.32
H -6.68 -24.68 -17.95
H -7.23 -23.97 -16.72
O -3.78 -25.31 -15.09
H -2.99 -25.84 -14.91
H -3.71 -25.09 -16.03
O -1.19 -26.67 -17.71
H -2.02 -26.22 -17.94
H -0.61 -26.52 -18.46
O -1.04 -23.40 -20.92
H -0.67 -24.28 -20.81
H -1.63 -23.29 -20.15
O -6.17 -24.28 -21.48
H -5.67 -24.60 -20.71
H -5.59 -23.61 -21.87
*
```

Löwdin population analysis, charges in e, atoms 1 to 2: 0.34 -0.13

Version 2
DFT (ωB97M-V/def2-TZVPD) results for a cluster of 8 separate species, H14IO7 in total.

Computed properties:
M (Da): 253.01

The geometry in ORCA input format:
```
! RIJCOSX wB97M-V def2-TZVPD def2/J DEFGRID3
* xyz -1 1
I -0.10 0.03 -0.17
O 1.26 -2.77 1.77
H 0.72 -3.52 1.50
H 0.87 -2.02 1.24
O 0.62 -1.64 -3.20
H 1.31 -1.54 -3.86
H 0.54 -0.78 -2.82
O -1.75 1.94 2.32
H -1.68 1.08 1.95
H -1.09 2.38 1.80
O 1.86 1.70 2.11
H 1.37 1.03 1.57
H 1.40 1.59 2.94
O 1.69 2.99 -1.31
H 1.44 2.07 -1.33
H 2.46 3.00 -0.75
O -1.58 -2.97 1.35
H -1.58 -2.04 1.05
H -1.10 -2.86 2.18
O -2.58 0.90 -2.84
H -2.07 1.05 -2.05
H -1.99 0.38 -3.46
*
```

Löwdin population analysis, charges in e, atoms 1 to 2: 0.37 -0.13

Most stable structure - version 1; separation to the second - 0.0103 hartree.

Version 1
DFT (ωB97M-V/def2-TZVPD) results for the ion C2H7N4S with charge +1.

Computed properties:
M (Da): 119.17

The geometry in ORCA input format:
```
! RIJCOSX wB97M-V def2-TZVPD def2/J DEFGRID3
* xyz 1 1
C -0.44 -0.41 1.07
C -1.14 -1.10 -1.68
N 0.38 0.41 0.50
N 1.52 0.73 0.13
N 1.78 1.83 -0.42
N -0.41 -0.49 2.40
S -1.36 -1.56 0.07
H -1.01 -2.03 -2.29
H -0.32 -0.42 -1.97
H -2.17 -0.71 -2.06
H 1.15 2.60 -0.59
H 2.75 2.14 -0.80
H 0.22 0.23 2.83
H -0.94 -1.24 2.81
*
```

Löwdin population analysis, charges in e, atoms 1 to 2: -0.64 -0.38

Version 2
DFT (ωB97M-V/def2-TZVPD) results for the ion C2H7N4S with charge +1.

Computed properties:
M (Da): 119.17
SMILES string: NC1=N[N@H+](N)CS1

The geometry in ORCA input format:
```
! RIJCOSX wB97M-V def2-TZVPD def2/J DEFGRID3
* xyz 1 1
N 2.41 -1.16 -0.06
C 1.32 -0.48 0.14
N -0.05 -0.93 0.37
N -1.00 0.01 0.37
N -2.09 -0.20 -0.62
C -0.49 1.42 0.37
S 1.39 1.29 0.02
H 2.09 -2.17 -0.12
H 3.13 -0.75 -0.65
H -1.50 0.09 1.31
H -2.18 -1.25 -0.53
H -1.82 0.02 -1.50
H -0.76 2.14 -0.46
H -0.45 1.96 1.35
*
```

Löwdin population analysis, charges in e, atoms 1 to 2: 0.13 -0.61

Most stable structure - version 1; separation to the second - 0.0258 hartree.